Record 1
DFT (wB97M-V/def2-TZVPD) results for C10H18N2O3 as an isolated structure.

Output
- HOMO-LUMO gap (eV) = 8.669
- relative energy (zero: lowest compared OMol25 entry of this formula, charge and spin) (kcal/mol) = 304.24
- charge = 0

Atoms and positions in Å:
1 C 1.959 0.873 -2.887
2 N 0.673 0.049 -2.653
3 C 0.501 -0.914 -3.758
4 H 1.327 -1.566 -4.009
5 H -0.574 -1.311 -3.921
6 H 0.552 -0.193 -4.909
7 C 0.931 -0.616 -1.638
8 C -0.687 -1.391 -1.188
9 H -1.410 -0.636 -1.400
10 H -0.855 -2.146 -1.750
11 C -0.538 -1.943 0.348
12 N -0.441 -0.814 1.152
13 C 0.553 -0.407 1.907
14 O 1.706 -1.340 2.037
15 C 0.407 0.661 2.826
16 H 1.572 1.323 2.877
17 H 0.263 0.521 3.843
18 C -0.564 1.516 2.175
19 C -1.534 2.116 3.359
20 O -1.428 3.380 3.322
21 O -2.168 1.333 4.022
22 H -2.398 1.816 4.700
23 H -0.172 2.105 1.556
24 C -1.215 0.339 1.473
25 H -2.023 0.474 0.563
26 H -2.236 -0.059 2.187
27 H -1.635 -2.056 0.475
28 H 0.176 -2.615 0.600
29 H 1.212 -0.015 -0.821
30 H 1.571 -1.498 -1.546
31 H 1.941 1.408 -2.064
32 H 1.681 1.374 -3.928
33 H 2.851 0.231 -2.953

Here are the natural (NBO) charges for atoms 1 to 5, given in e:
1 C -0.40
2 N -0.46
3 C -0.43
4 H 0.20
5 H 0.23



Record 2
DFT (wB97M-V/def2-TZVPD) results for C6H19N2S4SbSeSiW as an isolated structure.

Output
- HOMO-LUMO gap (eV) = 6.866
- relative energy (zero: lowest compared OMol25 entry of this formula, charge and spin) (kcal/mol) = 0.00
- charge = 0

Atoms and positions in Å:
1 W -0.897 0.556 1.182
2 N -0.708 2.227 -0.484
3 C 0.558 2.786 -1.010
4 C 1.515 3.231 0.085
5 C 2.242 2.079 0.753
6 N 1.367 1.286 1.635
7 H -1.207 1.777 -1.247
8 H -1.296 2.993 -0.166
9 H 0.323 3.628 -1.665
10 H 1.024 2.012 -1.621
11 H 0.993 3.834 0.833
12 H 2.264 3.879 -0.376
13 H 3.087 2.463 1.331
14 H 2.640 1.410 -0.013
15 H 1.264 1.766 2.537
16 H 1.825 0.407 1.856
17 S -0.461 -0.856 2.795
18 Sb -0.818 1.231 4.464
19 S -1.434 2.505 2.386
20 S -2.810 -0.011 0.476
21 S 1.299 1.843 4.846
22 C -2.040 -2.218 -2.373
23 Si -0.632 -2.538 -1.187
24 C 0.655 -3.565 -2.074
25 C -1.183 -3.427 0.360
26 Se 0.497 -0.603 -0.687
27 H -2.507 -3.171 -2.637
28 H -1.652 -1.768 -3.290
29 H -2.814 -1.569 -1.968
30 H 0.232 -4.518 -2.401
31 H 1.505 -3.776 -1.423
32 H 1.025 -3.037 -2.955
33 H -1.624 -4.394 0.105
34 H -1.915 -2.854 0.930
35 H -0.319 -3.610 1.002

Here are the natural (NBO) charges for atoms 1 to 5, given in e:
1 W 0.42
2 N -0.80
3 C -0.22
4 C -0.43
5 C -0.22



Record 3
DFT (wB97M-V/def2-TZVPD) results for one molecule with the formula C4H10N2O.

Output
- SMILES = NCCNCC=O
- HOMO-LUMO gap (eV) = 9.562
- relative energy (zero: lowest compared OMol25 entry of this formula, charge and spin) (kcal/mol) = 94.20
- charge = 0

Atoms and positions in Å:
1 N 1.646 1.428 -1.575
2 C 1.612 1.201 -0.088
3 C 0.229 0.931 0.528
4 N -0.108 -0.587 0.345
5 C -1.337 -1.077 0.956
6 C -2.121 -1.788 -0.074
7 O -2.849 -1.175 -0.860
8 H 2.513 0.974 -1.732
9 H 0.907 0.802 -1.985
10 H 2.242 1.959 0.452
11 H 2.240 0.393 0.129
12 H -0.486 1.719 0.302
13 H 0.248 1.003 1.630
14 H -0.313 -1.040 -0.689
15 H -0.948 -1.754 1.819
16 H -1.839 -0.200 1.285
17 H -1.637 -2.788 -0.442

Here are the natural (NBO) charges for atoms 1 to 5, given in e:
1 N -0.81
2 C -0.24
3 C -0.23
4 N -0.62
5 C -0.34



Record 4
DFT (wB97M-V/def2-TZVPD) results for C11H16ClMnO2Pr as an isolated structure.

Output
- multiplicity = 7
- HOMO-LUMO gap (spin up / spin down) (eV) = 5.880 / 6.597
- charge = -1
- ⟨S²⟩ = 12.0786

Atoms and positions in Å:
1 Pr -3.134 -0.992 0.905
2 Cl -2.810 0.981 -0.668
3 C -3.752 0.162 2.960
4 C -5.203 -2.072 0.239
5 H -4.597 -0.139 3.585
6 H -2.841 0.139 3.577
7 H -3.921 1.200 2.631
8 H -6.035 -2.332 0.898
9 H -4.884 -2.966 -0.315
10 H -5.547 -1.302 -0.475
11 Mn -0.064 -0.894 0.094
12 C -0.793 -2.005 -1.351
13 C -0.773 -2.109 1.275
14 H -1.325 -2.941 -1.124
15 H -1.380 -1.443 -2.087
16 H 0.175 -2.280 -1.806
17 H -0.766 -3.173 0.946
18 H -1.094 -2.051 2.339
19 O 1.233 0.274 1.025
20 C 1.533 0.714 -0.161
21 O 0.748 0.371 -1.129
22 C 2.749 1.480 -0.483
23 C 2.698 2.361 -1.560
24 C 3.902 2.882 -2.039
25 C 5.122 2.510 -1.445
26 C 5.143 1.650 -0.336
27 C 3.943 1.109 0.133
28 H 1.726 2.600 -1.995
29 H 3.885 3.564 -2.890
30 H 6.060 2.911 -1.843
31 H 6.093 1.388 0.138
32 H 3.910 0.404 0.964

Here are the Löwdin charges for atoms 1 to 5, given in e:
1 Pr 0.57
2 Cl 0.00
3 C -0.33
4 C -0.34
5 H -0.04



| no. | calculated total energy (Ha) |
| --- | --- |
| 1 | -726.63312 |
| 2 | -4940.75468 |
| 3 | -343.05135 |
| 4 | -2707.40099 |